Entry 1:
Molecular formula: C12H33BeF12N3O3P2
Method: DFT, the ωB97M-V functional and the def2-TZVPD basis

* E_HOMO: -0.3891 Eh
* LUMO energy: -0.006 Eh
* energy: -75194.03027 eV
* Kohn-Sham gap: 10.4 eV

```
! wB97M-V def2-TZVPD RIJCOSX def2/J DEFGRID3
* xyz 0 1
Be -0.31445 0.23978 0.12797
P -1.77118 -1.35954 3.06237
F -0.96321 -1.25722 1.62223
F -2.89131 -0.30951 2.59003
F -2.57647 -2.57205 2.41714
F -2.52244 -1.60966 4.50490
F -0.56128 -2.34837 3.54706
F -0.94163 -0.06524 3.61385
P 2.42141 1.17721 -3.31697
F 3.52867 0.02598 -2.95104
F 1.46145 0.55200 -2.20710
F 3.13368 2.08536 -2.18107
F 1.23525 2.29879 -3.54950
F 3.31624 1.81173 -4.50048
F 1.75078 0.19233 -4.48265
C -2.99504 2.71312 0.74042
C -2.49339 1.61930 -0.05227
C -1.99518 2.06551 -1.37588
O -1.09688 1.01984 -1.77045
C -1.38060 0.46963 -3.09532
N -1.42568 1.15392 0.88829
H -3.33175 2.34405 1.70586
H -3.77646 3.29410 0.23412
H -2.12522 3.33723 0.96306
H -3.07271 0.70986 -0.25856
H -1.42216 3.01479 -1.29042
H -2.79055 2.20465 -2.10862
H -0.41507 0.10746 -3.45357
H -1.77290 1.22041 -3.77724
H -2.15352 -0.29486 -2.92599
H -1.96713 0.74007 1.64150
H -0.93749 1.93509 1.32139
C 1.71947 -2.82499 -1.26883
C 0.49457 -1.96276 -1.30005
C -0.95326 -2.53806 -1.28024
O -1.92918 -1.51805 -0.93146
C -3.21947 -2.11807 -0.61796
N 0.60764 -1.06732 -0.14412
H 1.84138 -3.28791 -0.28112
H 2.53280 -2.13214 -1.51068
H 1.82309 -3.62724 -2.01941
H 0.59376 -1.35502 -2.18621
H -0.97117 -3.27331 -0.45040
H -1.21879 -3.02608 -2.22620
H -3.96049 -1.36854 -0.35790
H -3.16399 -2.74375 0.28076
H -3.65053 -2.69279 -1.44028
H 1.55732 -0.73251 -0.07952
H 0.55890 -1.66901 0.65717
C 2.87970 2.50749 1.05691
C 2.32850 1.13629 0.89898
C 2.38178 0.43000 2.22536
O 2.05288 -0.90125 2.07127
C 2.23635 -1.74723 3.17845
N 0.91672 1.38511 0.47440
H 2.07779 3.09399 1.50579
H 3.17840 2.90279 0.08578
H 3.75969 2.68210 1.67034
H 2.80725 0.61645 0.04970
H 1.74478 1.00173 2.93960
H 3.40155 0.41276 2.64245
H 3.26474 -1.76327 3.58859
H 1.86103 -2.73674 2.91301
H 1.57645 -1.30374 3.93140
H 0.65701 2.32438 0.77663
H 1.05956 1.38097 -0.53528
*
```

Atomic partial charges in e from the Löwdin method, atoms 1 to 2: Be 0.18; P 0.23

Entry 2:
Molecular formula: C43H49ClN7O8PPdSSi
Method: DFT, the ωB97M-V functional and the def2-TZVPD basis

* E_HOMO: -0.0564 Eh
* LUMO energy: 0.133 Eh
* energy: -116196.54013 eV
* Kohn-Sham gap: 5.2 eV

```
! wB97M-V def2-TZVPD RIJCOSX def2/J DEFGRID3
* xyz -2 1
Pd -0.17608 0.99662 0.74651
C -2.64456 -3.78266 5.66514
Si -2.37848 -3.21042 3.86426
C -4.09811 -3.24617 3.07484
C -1.33921 -4.54232 3.01884
C -1.54533 -1.53431 3.93725
C -1.26024 -0.91187 5.14249
C -0.55991 0.29301 5.18514
C -0.12073 0.82511 3.98624
N -0.37942 0.25811 2.81472
C -1.12026 -0.87741 2.74712
S -1.49107 -1.40901 1.17509
H -3.13156 -4.76143 5.67467
H -3.28719 -3.09038 6.21597
H -1.70326 -3.87353 6.21334
H -4.43130 -4.27721 2.92486
H -4.06640 -2.74747 2.10559
H -4.84017 -2.74445 3.70035
H -1.79755 -5.52741 3.14435
H -0.32147 -4.58419 3.41299
H -1.27574 -4.31981 1.95330
H -1.58007 -1.37029 6.07346
H -0.33670 0.78300 6.12339
H 0.45791 1.74343 3.94918
C 4.63693 -1.33055 -4.71100
C 3.39468 -0.70241 -4.04916
C 3.79511 0.71715 -3.61510
C 3.10464 -1.55559 -2.80866
C 2.22018 -0.62504 -5.09230
O 2.76141 -0.00913 -6.28221
C 1.64931 -1.99455 -5.57754
C 0.50857 -2.76244 -4.86782
C 0.88671 -3.71066 -3.75659
C 0.35593 -3.57790 -2.47808
C 0.70638 -4.45208 -1.45861
C 1.58472 -5.48578 -1.73172
Cl 2.03159 -6.60212 -0.47583
C 2.11299 -5.65713 -3.00219
C 1.75546 -4.77033 -4.00463
C 1.12447 0.43898 -4.78216
N 0.21421 0.28055 -3.67319
C 0.42710 0.37997 -2.35009
N -0.68780 0.16808 -1.69853
C -1.60337 0.00315 -2.67873
N -1.10795 0.07156 -3.89906
H 5.38233 -1.50419 -3.93396
H 5.08996 -0.67160 -5.45669
H 4.41670 -2.29774 -5.16921
H 4.75561 0.67494 -3.09884
H 3.07785 1.15809 -2.92237
H 3.90057 1.37237 -4.48163
H 3.80657 -1.29468 -2.01378
H 3.23135 -2.61448 -3.03194
H 2.11005 -1.42049 -2.40846
H 3.46291 -0.57954 -6.60884
H 2.49254 -2.67793 -5.71507
H 1.27504 -1.76249 -6.57744
H 0.02802 -3.36491 -5.64583
H -0.25055 -2.07684 -4.51829
H -0.32682 -2.76813 -2.24291
H 0.30472 -4.30877 -0.46359
H 2.79571 -6.47305 -3.19936
H 2.16547 -4.90651 -5.00017
H 0.50426 0.50955 -5.67344
H 1.64233 1.39055 -4.67134
H 1.37361 0.58154 -1.87729
H -2.64551 -0.19554 -2.48348
O 4.48588 5.40519 2.83012
N 4.99775 4.28880 2.85103
O 6.12313 4.09847 3.31444
C 4.26241 3.18993 2.34605
C 4.84557 1.93706 2.28887
C 4.18811 0.87575 1.70170
C 2.86733 1.01728 1.08946
O 2.26477 0.11976 0.50053
C 2.28294 2.34726 1.28015
C 2.94649 3.37472 1.86008
N 0.94279 2.61002 0.74598
O 0.83808 2.47167 -0.55539
O 0.36762 3.65277 1.30588
N 4.87636 -0.38221 1.70599
O 5.80130 -0.53547 2.51191
O 4.54786 -1.25638 0.92436
H 5.83751 1.79400 2.68726
H 2.45672 4.33029 1.96515
C -2.12292 3.51461 -0.77864
P -2.13989 2.76612 0.90547
C -2.74852 4.24342 1.82756
C -1.97916 5.41119 1.74909
C -2.34445 6.55586 2.43872
C -3.48065 6.56380 3.23731
C -4.24187 5.40936 3.33984
C -3.88242 4.26356 2.64328
C -3.70147 1.78769 0.83362
C -4.50192 1.56410 -0.28236
C -5.57460 0.68125 -0.22130
C -5.87701 0.02568 0.96125
C -5.08796 0.23979 2.08530
C -3.99928 1.08699 2.00757
H -2.97544 4.17860 -0.94046
H -2.11289 2.70733 -1.51203
H -1.19144 4.06593 -0.87702
H -1.06877 5.38937 1.16416
H -1.73505 7.44904 2.35908
H -3.76403 7.45846 3.78007
H -5.12488 5.39675 3.96973
H -4.50011 3.38074 2.72505
H -4.28758 2.08197 -1.21050
H -6.18282 0.50271 -1.10191
H -6.70682 -0.67028 1.01004
H -5.29844 -0.28326 3.00889
H -3.33929 1.20747 2.86261
*
```

Atomic partial charges in e from the Löwdin method, atoms 1 to 2: Pd 0.63; C -0.21

Entry 3:
Molecular formula: CH6NOS
Method: DFT, the ωB97M-V functional and the def2-TZVPD basis

* E_HOMO: -0.0878 Eh
* LUMO energy: 0.128 Eh
* energy: -15506.33058 eV
* Kohn-Sham gap: 5.9 eV

```
! wB97M-V def2-TZVPD RIJCOSX def2/J DEFGRID3
* xyz -1 1
S 0.20996 -2.79636 -0.05804
H -0.18342 -3.31968 -1.22249
N -0.35741 0.85450 -0.61363
C 0.23850 2.07873 -0.23541
O -0.14397 2.62417 1.06767
H -0.56205 0.26523 0.27997
H -1.10959 1.11916 -1.38722
H 1.25612 2.10132 -0.42209
H -0.05176 3.00635 -0.97015
H -0.48602 2.12206 1.81710
*
```

Atomic partial charges in e from the Löwdin method, atoms 1 to 2: S -0.40; H -0.52